Record 1
Computed, not measured: a structure of composition C20H28BrClN2O2Tl in a non-equilibrium geometry, with wB97M-V/def2-TZVPD.

## Properties
Total charge: -1
HOMO-LUMO gap in eV: 6.11
HOMO in eV: -3.3
LUMO energy in hartree: 0.104

Each line ends with the Löwdin charge.
CARTESIAN COORDINATES (ANGSTROEM)
1 H -2.6454 -2.1854 0.1279  0.126
2 C -0.8090 -2.5147 -3.4456  -0.044
3 C 0.3414 -4.3301 2.8022  -0.035
4 H -2.7010 0.0032 -0.0407  0.105
5 H 0.6090 -5.5529 0.5371  0.122
6 N -0.2717 -2.6462 1.1786  0.073
7 H -1.6092 3.2481 -3.4348  0.081
8 H 1.2776 5.0400 3.0803  0.082
9 C 2.1300 -2.9029 1.7679  -0.078
10 H 0.7553 5.5374 0.4401  0.122
11 C 2.2422 2.8806 1.6936  -0.069
12 H -0.5031 -2.3412 -4.4834  0.074
13 H -0.4532 2.3561 -4.4551  0.074
14 H 1.1026 -5.0286 3.1691  0.082
15 H 1.8517 -4.4826 -0.2072  0.129
16 H 0.2588 3.6476 3.5309  0.088
17 H -2.5667 2.1831 0.1841  0.125
18 H 2.1901 2.2092 2.5556  0.045
19 C -1.9095 2.4520 -0.6486  -0.046
20 H 0.1187 -3.5982 3.5880  0.087
21 C -2.0858 0.0026 -0.9354  -0.052
22 H -2.3618 -3.2527 -1.3066  0.123
23 H -0.4792 0.0155 -4.4111  0.111
24 C 0.4943 4.3592 2.7324  -0.034
25 C -1.6887 -1.2111 -1.4802  -0.217
26 H 2.0690 -2.1990 2.6052  0.035
27 H 1.9426 4.4157 -0.3127  0.129
28 C -0.6726 2.9936 0.0089  -0.365
29 C -1.6646 1.2195 -1.4616  -0.213
30 O -0.0281 3.9681 -0.6441  -0.017
31 C -1.1464 -1.2179 -2.7762  -0.233
32 H 3.0297 3.6222 1.8754  0.086
33 N -0.1677 2.6526 1.1569  0.066
34 H 0.0066 -3.0197 -2.9089  0.081
35 C 0.8903 -4.5147 0.3194  -0.075
36 O -0.0922 -3.9822 -0.6025  -0.016
37 C -1.1263 1.2313 -2.7606  -0.231
38 C -0.7731 2.5328 -3.4200  -0.043
39 C -0.7458 -2.9951 0.0225  -0.369
40 H 2.4882 2.2911 0.8023  0.030
41 Tl -0.0603 0.0261 2.0483  0.190
42 H 0.0375 3.0314 -2.8676  0.079
43 C 0.9994 4.4872 0.2408  -0.071
44 H -2.3419 3.2569 -1.2597  0.126
45 C 0.9286 3.5969 1.4849  -0.562
46 Br 1.3500 -0.0697 -0.3402  -0.024
47 H -0.5748 -4.8895 2.5681  0.082
48 H -0.4072 4.9408 2.4994  0.083
49 H 2.8994 -3.6535 1.9972  0.087
50 C 0.8075 -3.5982 1.5448  -0.562
51 H -1.6484 -3.2223 -3.4529  0.079
52 H 2.4129 -2.3478 0.8641  0.022
53 C -1.9566 -2.4474 -0.6813  -0.045
54 Cl 1.1690 -0.0073 4.3187  -0.412
55 C -0.9120 0.0100 -3.4079  -0.011

Record 2
Computed, not measured: a structure of composition CH10O6 in a non-equilibrium geometry, with wB97M-V/def2-TZVPD.

## Properties
Total charge: 0
HOMO-LUMO gap in eV: 10.43
Energy above the lowest of the compared OMol25 structures with the same formula, charge and spin in kcal per mole: 40.9
HOMO in eV: -10.3
LUMO energy in hartree: 0.006

Each line ends with the Löwdin charge.
CARTESIAN COORDINATES (ANGSTROEM)
1 O 0.0827 -1.1506 0.6781  -0.088
2 O 0.6351 -3.5059 -0.4537  -0.104
3 H 0.9412 -2.8497 0.2332  0.028
4 O -0.0602 0.2464 -1.3303  0.073
5 H -2.1109 0.4186 -0.1817  0.025
6 H 0.6514 -0.6577 2.6447  0.145
7 O 1.8134 2.1918 -0.2895  -0.075
8 O -2.4678 1.0760 -0.7806  -0.073
9 O 0.6016 0.8876 1.3493  -0.043
10 H -0.8435 0.4853 -1.8426  0.096
11 H 1.1979 2.5645 0.3678  0.046
12 H -0.0518 -0.6447 -0.4817  0.118
13 H -0.2828 -3.1737 -0.4560  0.023
14 C 0.4693 -0.3120 1.5948  -0.403
15 H -3.2300 1.5577 -0.3150  0.107
16 H 0.0711 1.0844 -0.8361  0.081
17 H 2.5833 1.7820 0.0993  0.044

Record 3
Computed, not measured: a structure of composition C24H28N7O2PS4W in a non-equilibrium geometry, with wB97M-V/def2-TZVPD.

## Properties
Total charge: +2
HOMO-LUMO gap in eV: 6.80
Energy above the lowest of the compared OMol25 structures with the same formula, charge and spin in kcal per mole: 70.3
HOMO in eV: -13.7
LUMO energy in hartree: -0.252

Each line ends with the Löwdin charge.
CARTESIAN COORDINATES (ANGSTROEM)
1 H 2.6908 3.8173 0.4516  0.117
2 H 1.6505 -1.1378 -2.9164  0.075
3 C -0.9628 0.2900 4.2978  -1.071
4 C 2.9336 0.4614 -0.0837  -0.016
5 H 4.7781 -0.6031 -0.3079  0.113
6 C 4.5134 2.7423 0.1384  -0.043
7 C -2.8543 3.8051 -0.9081  0.034
8 H 0.5856 -2.5434 -3.1533  0.074
9 N -0.8495 3.0379 0.4424  -0.024
10 H 3.0529 -2.4313 -1.3444  0.136
11 H 1.0132 0.2369 3.8642  0.148
12 C -0.6762 -1.0313 6.4359  -0.358
13 C 4.3167 0.3642 -0.1591  -0.049
14 N 2.7255 6.3603 -1.5743  0.245
15 H -1.7439 -3.6216 -3.2945  0.088
16 W -0.7290 0.8724 0.9235  0.882
17 C -2.0931 2.8924 -0.2154  -0.363
18 H -2.2615 -4.7329 -1.1450  0.152
19 C 0.5016 -1.1401 5.4741  -0.172
20 C -3.3490 -3.1204 -0.2463  -0.046
21 C 2.0497 5.4805 -1.8666  -0.139
22 H -4.1251 0.3296 0.1419  0.123
23 P -0.2666 -1.9354 -0.3648  -0.024
24 N 0.9402 1.7909 0.2301  -0.119
25 H -5.6310 1.8677 -1.1210  0.126
26 C 1.6010 -2.2263 -2.9060  -0.043
27 C 2.0128 -4.3006 -1.4983  -0.026
28 H 2.3097 -0.4154 -0.1777  0.075
29 C 1.1894 4.3811 -2.2103  -0.141
30 C 0.7091 3.6129 -1.2673  0.114
31 S -0.6366 -1.3866 1.5636  0.364
32 H 2.2616 -2.6027 -3.6870  0.104
33 S -1.5235 1.4113 3.0867  0.592
34 H 0.5238 -2.1056 4.9643  0.131
35 H -0.9655 -1.9938 6.8477  0.095
36 N 0.2763 -0.0882 4.4741  -0.037
37 S -2.0532 -0.3676 5.4337  1.035
38 H 2.3208 -4.6445 -0.5123  0.096
39 C 0.8646 4.1287 -3.5879  -0.133
40 H 2.7028 -4.7126 -2.2348  0.101
41 H 1.4519 -0.9779 5.9770  0.138
42 C -4.1412 3.4174 -1.2678  -0.005
43 H -2.5399 -2.1310 -2.7323  0.055
44 H 6.1817 1.4221 -0.1447  0.119
45 H 1.0147 -4.6812 -1.7114  0.082
46 O -0.9512 -3.2631 -0.7767  -0.260
47 H -0.4877 -0.3309 7.2471  0.095
48 H -3.4787 -3.6033 -2.9961  0.101
49 H 5.1234 3.6306 0.2293  0.122
50 N 0.5797 3.9229 -4.6798  0.236
51 N -2.5484 1.6661 0.1082  -0.129
52 H -2.4676 4.7910 -1.1256  0.130
53 C 5.1063 1.5000 -0.0637  -0.048
54 C -2.3128 -3.6482 -1.2132  -0.386
55 C -2.5208 -3.2186 -2.6458  -0.041
56 C 2.0525 -2.7934 -1.5801  -0.388
57 N 0.3283 2.9161 -0.3102  -0.126
58 C -4.6222 2.1719 -0.8834  -0.011
59 S -0.8943 -0.2804 -1.2776  0.421
60 O 1.2601 -2.2270 -0.4552  -0.318
61 C 3.1379 2.8495 0.2449  -0.030
62 C -3.7997 1.3083 -0.1803  -0.087
63 H -3.1016 -3.3866 0.7812  0.084
64 H -4.7754 4.0993 -1.8177  0.129
65 C 2.3559 1.7043 0.1137  -0.258
66 H -4.3155 -3.5615 -0.4890  0.102
67 H -3.4385 -2.0381 -0.3381  0.056

Record 4
Computed, not measured: a structure of composition C34H32F2N6PPd in a non-equilibrium geometry, with wB97M-V/def2-TZVPD.

## Properties
Total charge: +3
HOMO-LUMO gap (alpha / beta) in eV: 4.61 / 4.58
Energy above the lowest of the compared OMol25 structures with the same formula, charge and spin in kcal per mole: 28.8
HOMO (alpha / beta) in eV: -16.6 / -16.6
LUMO energy (alpha / beta) in hartree: -0.442 / -0.443

Each line ends with the Löwdin charge.
CARTESIAN COORDINATES (ANGSTROEM)
1 C -2.1004 -4.4773 -0.8314  -0.064
2 C 1.6946 0.1607 -2.7290  -0.110
3 C 2.6253 -3.5510 -1.2658  0.031
4 H -4.2631 -1.9603 -0.0801  0.116
5 C 0.3380 0.2836 -2.3502  -0.031
6 H -1.6056 5.6529 -0.3385  0.143
7 H 2.6605 -0.2118 1.5885  0.112
8 H 1.2097 0.0950 -6.1174  0.157
9 C -2.3963 4.9959 -0.7065  -0.084
10 H 4.4705 0.4222 -2.9018  0.126
11 H -1.1058 0.5334 2.2458  0.092
12 H -2.4336 -4.4526 4.5524  0.132
13 C -1.4354 -2.2852 2.1581  -0.286
14 C 0.4173 -2.6731 -1.6217  -0.096
15 F 3.2010 -0.1603 -4.5366  0.126
16 C -1.9629 -3.5903 4.1059  -0.013
17 H -4.6775 3.4342 0.1819  0.072
18 H -1.2250 -2.8252 5.9673  0.135
19 H -2.4782 5.1045 -1.7907  0.144
20 H -1.0473 -4.7186 -0.7989  0.113
21 H -5.7996 4.7667 0.0519  0.096
22 C -4.8243 -3.8687 -0.8852  -0.024
23 C 0.2491 -2.5194 -0.2276  -0.400
24 H -5.8769 -3.6364 -0.9138  0.128
25 H -3.2227 2.4237 -1.7203  0.145
26 C -2.5582 -3.2388 -0.3729  -0.361
27 N 2.2520 -0.0206 -0.4154  0.040
28 C -3.0170 -5.4085 -1.2921  -0.019
29 C -0.6854 -1.5616 4.3374  0.012
30 H 3.2474 -3.7290 0.7811  0.134
31 H 6.0318 0.2564 -1.0165  0.135
32 H -0.1890 -0.8406 4.9688  0.131
33 C 0.9678 0.1536 -5.0674  0.121
34 C -0.6695 0.3595 -3.2821  -0.023
35 C -0.3463 0.3165 -4.6444  -0.246
36 C 3.0931 -0.0773 0.6029  -0.119
37 H -2.8815 6.4691 1.6187  0.089
38 H 5.1314 -0.0483 1.2955  0.126
39 H -1.7170 0.4189 -3.0090  0.112
40 C -3.7427 5.3818 -0.0489  -0.400
41 C 4.9681 0.1755 -0.8425  0.004
42 N -1.0185 3.3237 0.3942  0.118
43 C -1.2744 -2.6816 4.8993  0.001
44 C 2.7088 0.1264 -1.6793  -0.201
45 H -2.6672 -6.3774 -1.6146  0.130
46 Pd -0.0333 -0.0750 -0.1726  0.835
47 C 4.0883 0.2498 -1.9081  0.043
48 C 4.4733 0.0074 0.4423  -0.005
49 C -4.3713 -5.1030 -1.3324  -0.002
50 P -1.4191 -2.0314 0.3548  1.212
51 H -0.4058 -2.4414 -2.2886  0.122
52 H 1.1886 -2.7540 1.7023  0.121
53 N -1.7731 1.5025 -0.4575  -0.024
54 C -0.7960 -1.3265 2.9675  -0.318
55 H -2.5750 -4.1060 2.1204  0.118
56 C 1.5984 -3.1796 -2.1275  -0.016
57 H -5.0719 -5.8267 -1.7180  0.132
58 H 1.7143 -3.3205 -3.1896  0.134
59 C -3.9205 -2.9305 -0.4131  -0.071
60 H 3.5376 -3.9703 -1.6619  0.139
61 C 2.4698 -3.3977 0.1086  -0.014
62 N -0.8902 2.0595 0.3802  -0.109
63 F -1.3216 0.3819 -5.5286  0.142
64 H -4.0270 6.3271 -0.5389  0.152
65 C -3.6023 5.6758 1.4328  -0.064
66 C -2.0462 -3.3947 2.7354  -0.036
67 H 0.3599 0.3369 2.9797  0.120
68 C 1.3058 -2.8632 0.6311  -0.055
69 N -0.3256 -0.1226 2.3753  0.072
70 H -4.5610 5.9820 1.8438  0.092
71 H -3.2694 4.7965 1.9872  0.077
72 C 1.9618 0.0595 -4.1162  -0.197
73 C -2.4544 2.4994 -0.9800  -0.089
74 H -4.9836 4.1977 -1.3937  0.082
75 N -1.9878 3.6430 -0.4407  -0.064
76 C -4.8568 4.3816 -0.3295  -0.073